Entry 1:
One molecule with the formula C3H5NO2 at a distorted geometry, computed with wB97M-V/def2-TZVPD.

## Properties
Energy relative to the best compared isomer or geometry (same formula, charge and spin) = 212.7 kJ/mol
Gap between HOMO and LUMO = 0.40143 Ha

```
! RIJCOSX wB97M-V def2-TZVPD def2/J DEFGRID3
* xyz 0 1
N -1.31874 0.77211 0.41810
C -0.89542 -0.51959 0.43723
O -1.64660 -1.47758 0.46040
C 0.56307 -0.73643 0.14447
C 1.19411 0.24457 -0.83229
O 1.70251 0.03445 0.46258
H -0.65890 1.47467 0.71192
H -2.28673 0.89993 0.66415
H 0.78997 -1.80833 0.25214
H 1.55023 -0.20821 -1.75100
H 1.00649 1.32441 -0.96770
*
```

Entry 2:
C11H4Cl7N4O3ReS as an isolated structure at a distorted geometry, computed with wB97M-V/def2-TZVPD.

## Properties
Energy relative to the best compared isomer or geometry (same formula, charge and spin) = 250.0 kJ/mol
Gap between HOMO and LUMO (spin up / spin down) = 0.24135 / 0.23396 Ha
Expectation value of S² = 3.7702

```
! RIJCOSX wB97M-V def2-TZVPD def2/J DEFGRID3
* xyz 1 4
Re 0.34333 0.31228 0.33776
Cl 5.83812 -4.11890 0.25648
C 4.28323 -3.41230 0.23002
C 4.15588 -2.02963 0.14375
Cl 5.51620 -0.99717 0.02414
C 2.88127 -1.49372 0.16354
Cl 2.59389 0.21897 0.10697
C 1.71729 -2.24971 0.25842
O 0.52243 -1.65956 0.30425
C 1.86206 -3.64157 0.32170
Cl 0.44651 -4.59285 0.41951
C 3.13234 -4.21202 0.31379
Cl 3.29308 -5.90849 0.41286
Cl 0.43434 2.43262 1.60130
C 1.07080 3.82576 0.64090
Cl -0.21858 4.92084 0.19735
H 1.52047 3.40516 -0.25095
H 1.78844 4.33221 1.27506
O -3.67550 3.98008 -0.01833
S -3.68301 2.81663 0.85599
N -3.38048 1.44974 -0.21160
N -3.93397 -0.66059 0.50394
C -2.96193 0.22858 0.38992
O -1.81500 -0.02070 0.80401
C -2.87646 1.71090 -1.53159
C -1.52819 1.62809 -1.54773
N -0.46854 1.41366 -1.06155
C -3.76274 2.04808 -2.57407
N -4.49965 2.30293 -3.42034
H -4.86227 -0.45310 0.17606
H -3.73332 -1.57623 0.87842
*
```